The following is a DFT calculation (the ωB97M-V functional and the def2-TZVPD basis) of a 2-piece molecular cluster, C4H10NO2 overall.

Values from the calculation:
LUMO level = 4.2 eV
Energy relative to the best compared isomer or geometry (same formula, charge and spin) = 59.8 kcal per mole
Gap between HOMO and LUMO = 7.06 eV
DFT total energy = -9894.85120 eV
Net charge = -1

Element x y z (Å)
1 O -0.008865 2.627887 1.034957
2 C 0.500648 1.564846 0.776570
3 C 1.332307 1.378940 -0.471977
4 C 0.573383 0.701724 -1.607193
5 H 0.386172 0.688659 1.422932
6 H 2.190069 0.773969 -0.183988
7 H 1.657359 2.375775 -0.769360
8 H 0.152351 -0.242167 -1.253024
9 H 1.257502 0.485917 -2.421968
10 H -0.198415 1.366971 -1.974068
11 N -1.911834 -2.110626 -0.236587
12 C -0.460161 -2.340291 0.090753
13 O 0.068401 -1.278928 0.673841
14 H -2.466839 -2.950983 -0.073576
15 H -2.223033 -1.417161 0.442122
16 H -0.389281 -3.275216 0.714552
17 H 0.022706 -2.601179 -0.882561

Forces on atoms 1 to 3 (eV/Å):
-0.359 0.647 0.267
0.258 -0.376 -0.399
-0.047 0.039 0.346